{"formula": "C23H34FN3O3", "method": "wB97M-V/def2-TZVPD", "species": ["C", "H", "O", "C", "C", "C", "C", "C", "C", "H", "H", "C", "N", "C", "C", "H", "H", "C", "N", "C", "H", "C", "H", "H", "C", "C", "O", "N", "C", "H", "C", "O", "C", "H", "C", "H", "H", "H", "H", "H", "H", "C", "C", "H", "H", "H", "H", "H", "H", "C", "C", "H", "H", "H", "H", "H", "H", "H", "H", "H", "F", "H", "H", "H"], "xyz": [[0.53139, -7.67250, -5.80283], [0.38397, -8.33103, -5.07543], [1.28987, -6.53802, -5.35588], [1.07474, -5.90764, -4.31950], [2.09613, -4.86890, -4.06244], [1.79726, -4.30616, -2.80081], [0.71855, -4.55914, -1.97025], [-0.39370, -5.34624, -2.56024], [-0.15666, -6.15834, -3.67974], [-0.79652, -6.85776, -3.85908], [-1.43480, -5.62062, -1.86223], [0.15542, -3.63897, -0.92605], [-0.93617, -2.95262, -0.96636], [-1.63148, -2.55666, 0.47466], [-0.94609, -1.13404, 0.69538], [-1.29602, -0.97353, 1.80625], [0.31406, -1.29098, 0.98095], [-1.12306, -0.23492, -0.27064], [-0.82712, 1.28044, -0.03418], [-1.52295, 1.85567, 0.94993], [-2.58267, 1.80088, 0.53278], [-1.22697, 3.23525, 0.77156], [-1.92410, 3.96863, 1.40495], [-1.37489, 3.55688, -0.22977], [0.07624, 3.79658, 0.83749], [0.55160, 3.63276, 2.53729], [1.35321, 2.65542, 2.94117], [-0.06982, 4.56786, 3.32609], [-0.39583, 5.70814, 2.96750], [-0.56433, 5.90402, 1.92524], [0.36844, 6.95976, 3.38253], [0.71082, 6.91954, 4.65635], [1.23437, 5.63408, 5.18425], [1.51395, 5.66494, 6.17036], [0.41379, 4.45779, 4.70040], [0.62441, 3.49588, 5.03785], [-0.65712, 4.67174, 5.13743], [2.29875, 5.35093, 4.88109], [0.01411, 7.89285, 3.21590], [1.34572, 6.68643, 2.88897], [-1.31206, 5.94264, 3.59831], [1.15317, 2.47389, 0.31065], [0.74469, 1.19019, 0.28311], [1.43872, 0.62388, -0.37376], [0.78476, 0.89910, 1.25496], [2.25478, 2.94389, 0.56257], [1.20666, 3.08128, -0.81189], [0.71322, 4.83021, 0.77064], [-1.45059, 1.72131, 1.86245], [-0.70494, -0.86714, -1.64768], [-1.34906, -2.05073, -1.92613], [-0.94534, -2.46540, -2.85894], [-2.46084, -1.77135, -1.99553], [0.53084, -0.80933, -1.48476], [-0.80134, 0.01845, -2.29078], [-2.32699, -0.16504, -0.20450], [-1.32197, -3.26003, 1.10996], [-2.63075, -2.51281, 0.32684], [0.95469, -2.81668, -0.65383], [0.41917, -4.26821, 0.39209], [2.64888, -3.19600, -2.48465], [2.89602, -4.84623, -4.38569], [-0.48997, -7.18186, -6.19146], [1.04178, -8.26242, -6.79293]], "forces_ev_per_a": [[-0.65, 3.37, -6.27], [-0.68, -2.79, 3.16], [2.75, -4.80, -6.85], [-0.17, 3.44, 2.85], [-17.18, -2.57, 9.27], [1.58, 2.30, -0.94], [-4.87, 0.16, -1.87], [0.25, -2.01, 2.57], [3.95, 6.39, 3.76], [-3.52, -4.08, -1.80], [3.26, 1.36, -2.14], [9.66, -0.67, 5.65], [-9.74, -1.20, 4.41], [5.58, 3.41, -5.85], [3.89, -6.73, 10.19], [0.33, 0.91, -1.90], [-3.31, -0.13, -1.10], [-5.88, 5.34, -4.47], [6.38, -7.77, -4.33], [-4.32, 2.42, -6.94], [0.68, -0.24, 1.36], [-3.69, 8.02, -0.14], [0.86, -1.60, -1.05], [-1.69, -0.30, -1.47], [9.33, -3.12, 6.26], [2.14, -3.51, -1.84], [-4.12, 4.79, -1.13], [7.88, -11.44, 2.69], [-7.00, 11.62, -1.60], [-0.64, -0.59, -0.48], [4.60, -5.38, -2.17], [1.28, -1.38, 6.37], [1.57, -0.31, -4.37], [-0.99, 0.55, 2.88], [-5.64, 3.22, 2.23], [1.02, -1.41, -0.03], [1.61, -0.44, 0.47], [-0.77, 1.15, -1.08], [-1.55, 2.52, -1.31], [-0.10, 1.36, -0.91], [-0.54, -0.06, -1.09], [3.91, 14.28, -4.14], [-3.12, -2.22, -1.59], [-1.22, -0.22, 0.18], [0.34, -1.89, 2.90], [-2.62, -2.25, 0.21], [-0.29, -2.49, 1.90], [-2.66, -2.37, -1.31], [0.78, -2.99, 9.02], [5.66, 8.87, 2.46], [-1.20, -2.23, -2.95], [-0.72, 0.22, -0.51], [1.07, -1.29, 0.10], [-2.92, -1.22, -0.82], [-0.42, -0.56, -0.64], [1.70, -0.03, -1.11], [1.13, -2.55, 2.65], [-3.21, 0.30, -0.48], [0.26, -1.64, -0.70], [-1.41, 1.33, -3.61], [-1.17, -1.96, 0.06], [13.60, 0.54, -6.39], [1.94, -1.55, 0.80], [-1.06, 2.13, 3.01]], "relative_energy_kj_mol": 2172.6, "total_charge": 0, "homo_lumo_gap_ev": 7.89, "lumo_energy_ev": 0.70}

{"formula": "C23H34N2O3", "method": "wB97M-V/def2-TZVPD", "species": ["C", "C", "C", "C", "C", "C", "C", "O", "N", "C", "C", "C", "C", "C", "O", "N", "C", "C", "C", "C", "C", "C", "C", "C", "C", "O", "C", "C", "H", "H", "H", "H", "H", "H", "H", "H", "H", "H", "H", "H", "H", "H", "H", "H", "H", "H", "H", "H", "H", "H", "H", "H", "H", "H", "H", "H", "H", "H", "H", "H", "H", "H"], "xyz": [[1.83608, 7.05400, -1.53066], [1.30611, 5.92902, -2.41255], [1.38641, 4.55210, -1.76908], [2.81577, 4.15685, -1.41732], [0.41956, 4.29255, -0.58330], [0.08259, 2.91451, -1.17939], [-1.36974, 2.51102, -1.20900], [-2.28646, 3.31943, -1.16875], [-1.60590, 1.19191, -1.34796], [-0.78730, -0.01708, -1.40139], [-2.11181, -0.82884, -1.27107], [-2.27188, -1.63391, 0.00736], [-1.66744, -3.00027, -0.38414], [-0.23477, -3.13286, 0.12624], [0.72436, -2.77236, -0.54372], [-0.08923, -3.67255, 1.35432], [1.18233, -3.71738, 2.08680], [1.61494, -5.17613, 2.03250], [0.40234, -5.83681, 2.71782], [-0.72735, -5.17643, 3.00530], [-1.03814, -3.77367, 2.44627], [-0.71475, -2.49941, 3.33824], [0.41684, -1.58190, 2.74061], [1.71916, -2.30394, 2.21226], [-1.72172, -2.96941, -1.92663], [-2.37756, -1.75324, -2.29299], [-2.88343, 0.49566, -1.40286], [0.66161, 3.41486, -2.53131], [1.66088, 8.02760, -1.98919], [1.33785, 7.05169, -0.55822], [2.90851, 6.96060, -1.35639], [0.25913, 6.12449, -2.66190], [1.85515, 5.90893, -3.36076], [2.85676, 3.13187, -1.04236], [3.46337, 4.21709, -2.29599], [3.22964, 4.80664, -0.64458], [0.83028, 4.31855, 0.42642], [-0.46443, 4.92961, -0.63851], [0.70156, 2.11898, -0.76292], [-0.29632, -0.17709, -2.36395], [-0.05702, -0.13261, -0.59966], [-1.78795, -1.16489, 0.86361], [-3.33495, -1.73959, 0.23112], [-2.27303, -3.81299, 0.01180], [0.88385, -3.76345, 3.12600], [2.51327, -5.35595, 2.62812], [1.77984, -5.57998, 1.03213], [0.50706, -6.86657, 3.04077], [-1.50905, -5.66760, 3.57339], [-2.07462, -3.75346, 2.10853], [-1.61370, -1.88580, 3.42366], [-0.46120, -2.81209, 4.35364], [0.67711, -0.84241, 3.49975], [-0.01011, -1.01527, 1.91206], [2.51938, -2.28779, 2.95388], [2.06173, -1.83132, 1.29528], [-0.70557, -2.97972, -2.32318], [-2.29714, -3.79137, -2.34726], [-3.57451, 0.74896, -0.59769], [-3.39308, 0.59310, -2.36353], [-0.14073, 3.81490, -3.15443], [1.26742, 2.72121, -3.11524]], "forces_ev_per_a": [[-0.03, 0.00, 0.01], [0.02, -0.03, -0.01], [0.06, -0.01, 0.07], [-0.01, 0.00, -0.04], [-0.09, 0.01, -0.04], [0.10, -0.05, 0.01], [0.00, 0.08, -0.14], [0.01, -0.02, 0.06], [-0.04, -0.02, 0.10], [0.04, -0.03, -0.05], [0.01, 0.03, 0.06], [-0.01, -0.01, 0.00], [0.00, -0.02, -0.01], [-0.02, 0.02, 0.03], [0.02, -0.08, -0.04], [-0.09, 0.24, 0.29], [0.17, -0.06, 0.02], [-0.06, -0.01, -0.08], [0.14, -0.05, -0.03], [-0.20, 0.04, 0.04], [0.10, -0.06, -0.21], [-0.04, -0.05, -0.01], [0.06, 0.06, 0.04], [-0.13, 0.00, -0.10], [-0.01, 0.03, 0.04], [0.01, 0.00, -0.01], [-0.04, -0.02, -0.10], [-0.10, 0.05, -0.01], [0.00, 0.00, 0.00], [0.00, 0.00, 0.00], [0.00, 0.00, 0.00], [0.00, 0.01, -0.01], [0.00, 0.01, 0.00], [0.01, 0.00, 0.01], [0.00, -0.01, 0.00], [0.00, 0.00, 0.00], [0.02, -0.01, -0.01], [0.01, 0.02, 0.03], [-0.02, -0.01, 0.02], [0.00, 0.01, 0.00], [-0.03, 0.00, 0.03], [-0.02, -0.01, 0.00], [0.00, 0.00, -0.01], [0.02, -0.03, -0.02], [0.00, -0.02, 0.04], [-0.02, -0.07, 0.01], [0.02, 0.07, -0.03], [-0.01, 0.01, 0.02], [0.02, -0.02, 0.01], [0.01, 0.02, -0.01], [0.00, 0.00, 0.02], [0.00, 0.01, 0.00], [-0.01, 0.00, 0.00], [0.01, -0.01, 0.00], [-0.02, 0.09, 0.02], [0.05, -0.06, -0.01], [-0.01, -0.03, -0.03], [0.00, 0.00, 0.00], [0.03, -0.01, 0.03], [0.00, 0.01, 0.00], [0.02, -0.02, -0.03], [0.02, 0.00, 0.02]], "relative_energy_kj_mol": 401.0, "total_charge": 0, "homo_lumo_gap_ev": 9.63, "lumo_energy_ev": 0.60, "smiles": "CC[C@]1(C)C[C@H](C(=O)N2CC3(C[C@H](C(=O)N4[C@H]5CC=C[C@H]4CCC5)CO3)C2)C1"}

{"formula": "C23H34N2OS2", "method": "wB97M-V/def2-TZVPD", "species": ["C", "C", "C", "C", "C", "C", "C", "C", "O", "C", "C", "C", "C", "S", "C", "S", "C", "C", "C", "C", "C", "C", "C", "C", "N", "C", "C", "N", "H", "H", "H", "H", "H", "H", "H", "H", "H", "H", "H", "H", "H", "H", "H", "H", "H", "H", "H", "H", "H", "H", "H", "H", "H", "H", "H", "H", "H", "H", "H", "H", "H", "H"], "xyz": [[-5.01515, -2.39767, 0.25458], [-3.92644, -2.53047, -0.80713], [-4.14166, -1.50727, -1.92753], [-2.55806, -2.31189, -0.21738], [-1.46642, -3.09062, -0.60516], [-0.22105, -2.79531, -0.08743], [-0.07380, -1.72959, 0.79787], [1.19463, -1.30247, 1.39450], [1.19805, -0.56084, 2.36971], [2.44180, -1.76980, 0.79606], [2.76482, -2.03607, -0.51010], [4.11142, -2.39857, -0.67653], [4.79702, -2.40360, 0.49965], [3.82496, -1.93673, 1.82584], [-1.25250, -1.05489, 1.18838], [-1.19056, 0.17858, 2.40661], [-2.93131, 0.75515, 2.36318], [-3.23759, 1.56402, 1.11339], [-2.40940, 2.85121, 1.02986], [-1.92340, 3.15533, -0.38831], [-0.81299, 2.22119, -0.87585], [0.49473, 2.39750, -0.10684], [1.64197, 1.60479, -0.72873], [2.92341, 1.80824, 0.07550], [4.00677, 0.91295, -0.30152], [5.12851, 1.08342, 0.59940], [4.42908, 1.08783, -1.67505], [-2.43795, -1.33880, 0.66724], [-4.98863, -1.40159, 0.68642], [-4.86217, -3.12427, 1.04915], [-5.99402, -2.56580, -0.18814], [-3.96059, -3.53641, -1.23917], [-3.36903, -1.60068, -2.68816], [-5.11098, -1.66163, -2.39545], [-4.10823, -0.49968, -1.52019], [-1.60005, -3.91447, -1.28887], [0.63259, -3.40377, -0.34534], [2.07601, -1.93409, -1.32930], [4.55006, -2.64570, -1.62676], [5.82629, -2.65684, 0.66212], [-3.56408, -0.12706, 2.43028], [-3.04241, 1.35898, 3.26313], [-3.03699, 0.93233, 0.24808], [-4.30473, 1.80008, 1.10314], [-1.54393, 2.76639, 1.68744], [-3.00577, 3.69294, 1.38806], [-2.77142, 3.09308, -1.07557], [-1.54949, 4.18148, -0.42093], [-0.63161, 2.42626, -1.93465], [-1.13532, 1.18039, -0.79866], [0.76151, 3.45743, -0.08948], [0.36809, 2.06578, 0.92416], [1.78344, 1.92914, -1.76180], [1.39303, 0.54209, -0.73649], [3.23569, 2.86687, -0.00758], [2.69890, 1.60636, 1.12670], [4.79956, 0.90310, 1.62148], [5.90219, 0.35856, 0.34804], [5.56475, 2.09427, 0.54633], [3.61610, 0.81839, -2.34532], [5.26811, 0.42146, -1.87196], [4.74424, 2.12094, -1.89494]], "forces_ev_per_a": [[0.13, -0.13, -0.15], [-0.15, 0.13, 0.00], [0.05, -0.22, 0.04], [0.28, -0.47, -0.21], [-0.01, 0.03, 0.04], [-0.11, 0.10, 0.05], [-0.46, 0.06, 0.04], [-0.02, 0.09, 0.10], [0.47, -0.35, -0.22], [0.72, -0.18, 0.06], [-0.27, 0.03, 0.37], [0.25, -0.08, 0.02], [-0.19, 0.10, 0.29], [-0.21, -0.05, -0.53], [0.19, -0.12, -0.10], [-0.72, 0.63, 0.64], [0.31, -0.38, -0.31], [0.11, 0.14, 0.10], [-0.13, 0.05, -0.22], [0.04, -0.13, 0.09], [0.03, 0.31, 0.17], [-0.01, -0.22, -0.31], [0.12, 0.27, 0.32], [-0.13, -0.21, -0.13], [0.09, 0.16, 0.08], [-0.05, 0.00, -0.05], [-0.10, -0.09, 0.12], [-0.22, 0.05, 0.04], [-0.04, 0.09, 0.07], [-0.05, -0.04, 0.13], [-0.11, -0.02, -0.03], [0.05, 0.06, 0.03], [0.04, 0.05, -0.11], [-0.10, 0.02, -0.07], [0.01, 0.14, 0.04], [-0.03, -0.08, -0.07], [0.05, -0.01, -0.02], [-0.16, 0.03, -0.11], [0.11, -0.03, -0.15], [0.22, -0.07, -0.01], [-0.09, 0.07, 0.12], [0.04, -0.01, 0.09], [-0.10, 0.03, 0.00], [-0.04, 0.00, -0.08], [0.03, 0.08, 0.07], [0.04, 0.02, 0.08], [-0.05, 0.08, -0.03], [-0.02, 0.06, -0.09], [0.01, -0.08, -0.05], [-0.03, -0.13, -0.06], [0.01, 0.09, 0.05], [0.00, 0.07, 0.07], [-0.02, -0.06, -0.07], [-0.02, -0.09, -0.08], [0.01, 0.00, 0.04], [0.01, 0.08, 0.02], [0.05, 0.01, 0.06], [0.08, -0.01, 0.05], [0.03, 0.05, -0.01], [0.00, 0.02, -0.13], [0.04, -0.02, -0.07], [0.02, 0.05, -0.03]], "relative_energy_kj_mol": 4.9, "total_charge": 0, "homo_lumo_gap_ev": 8.03, "lumo_energy_ev": -0.15, "smiles": "CC(C)c1ccc(C(=O)c2cccs2)c(SCCCCCCCCN(C)C)n1"}

{"formula": "C23H34N4O2", "method": "wB97M-V/def2-TZVPD", "species": ["C", "C", "C", "C", "C", "C", "C", "C", "C", "O", "N", "C", "C", "C", "C", "N", "C", "C", "N", "C", "C", "C", "C", "C", "N", "C", "C", "C", "O", "H", "H", "H", "H", "H", "H", "H", "H", "H", "H", "H", "H", "H", "H", "H", "H", "H", "H", "H", "H", "H", "H", "H", "H", "H", "H", "H", "H", "H", "H", "H", "H", "H", "H"], "xyz": [[-5.81606, 0.05642, -0.92681], [-5.02891, -0.60956, 0.20241], [-5.96969, -1.57336, 0.92748], [-4.42777, 0.40203, 1.18934], [-3.39323, -0.40500, 1.99684], [-2.93978, -1.52274, 1.04841], [-3.72149, -1.28596, -0.26482], [-3.89312, -2.55960, -1.08140], [-2.89658, -0.28774, -1.06526], [-2.25749, -0.60074, -2.04300], [-2.86790, 1.01125, -0.58456], [-2.11903, 2.01985, -1.33198], [-0.95519, 2.63107, -0.54773], [0.33284, 1.81055, -0.56567], [0.20195, 0.47278, 0.17652], [1.42686, -0.26102, 0.41355], [2.10616, -0.70208, -0.78809], [3.17293, -1.73031, -0.39261], [4.11169, -1.14008, 0.53211], [5.27113, -0.52936, 0.14363], [5.91365, -0.80163, -1.07937], [7.11927, -0.19376, -1.34785], [7.68049, 0.67062, -0.41422], [6.98046, 0.87257, 0.75963], [5.82142, 0.30441, 1.03433], [3.43114, -0.65849, 1.71598], [2.36274, 0.36714, 1.32676], [-3.68151, 1.47298, 0.43562], [-3.74807, 2.64873, 0.70293], [-6.63274, 0.64253, -0.51005], [-5.20034, 0.71786, -1.53085], [-6.24215, -0.69909, -1.58321], [-5.46255, -2.12769, 1.71018], [-6.40240, -2.28193, 0.22619], [-6.78337, -1.01126, 1.38103], [-5.16918, 0.88789, 1.82540], [-3.85430, -0.80913, 2.89718], [-2.56431, 0.23015, 2.31002], [-3.18990, -2.50580, 1.44669], [-1.86431, -1.50676, 0.87487], [-2.91883, -2.92050, -1.40111], [-4.37832, -3.33251, -0.49273], [-4.48474, -2.36395, -1.97207], [-2.82391, 2.81589, -1.58972], [-1.75965, 1.54055, -2.24395], [-1.27255, 2.80796, 0.48096], [-0.74475, 3.60514, -0.99389], [1.11827, 2.40417, -0.09256], [0.62671, 1.62364, -1.60048], [-0.25855, 0.65087, 1.15419], [-0.44551, -0.18951, -0.40066], [1.37413, -1.16014, -1.45679], [2.60104, 0.12989, -1.32030], [3.67660, -2.11297, -1.27753], [2.68441, -2.56616, 0.11864], [5.48582, -1.47694, -1.80232], [7.62476, -0.39091, -2.28306], [8.62183, 1.16307, -0.59689], [7.35740, 1.53159, 1.53249], [4.16908, -0.20928, 2.37814], [2.95405, -1.51321, 2.20400], [1.81966, 0.69449, 2.21563], [2.87001, 1.23963, 0.88064]], "forces_ev_per_a": [[0.10, -0.10, 0.11], [-0.11, 0.14, -0.03], [0.25, 0.13, -0.09], [-0.09, 0.09, 0.11], [0.02, 0.02, 0.15], [0.03, -0.03, 0.01], [-0.01, -0.44, -0.13], [0.10, 0.26, 0.05], [-0.25, -0.26, 0.09], [0.09, -0.11, -0.13], [0.40, 0.33, -0.27], [0.14, 0.42, -0.14], [0.07, -0.17, -0.14], [-0.14, -0.14, 0.22], [0.03, 0.20, -0.17], [0.05, -0.08, 0.02], [0.09, -0.28, 0.07], [-0.14, 0.09, -0.40], [-0.22, -0.20, 0.17], [0.53, 0.10, 0.00], [-0.10, -0.02, -0.11], [-0.05, 0.08, 0.15], [0.07, 0.01, -0.03], [0.29, 0.11, -0.18], [-0.34, -0.11, 0.04], [-0.08, 0.36, 0.33], [0.14, -0.23, 0.14], [-0.45, -0.27, 0.33], [0.01, 0.21, 0.02], [-0.10, 0.06, 0.00], [-0.01, 0.10, -0.10], [-0.06, -0.05, -0.09], [0.04, -0.13, 0.15], [-0.05, -0.11, -0.04], [-0.09, 0.05, 0.06], [0.04, 0.07, -0.11], [0.02, 0.02, 0.02], [-0.01, -0.01, 0.09], [0.01, -0.04, -0.03], [0.05, -0.08, 0.01], [0.01, -0.07, -0.05], [-0.07, -0.06, 0.09], [-0.05, -0.06, -0.14], [0.07, -0.13, -0.03], [-0.10, 0.09, 0.10], [0.00, 0.11, 0.00], [-0.05, 0.05, 0.06], [0.07, 0.01, -0.06], [0.10, 0.03, -0.05], [-0.10, -0.01, -0.01], [-0.08, 0.02, 0.07], [0.01, 0.02, -0.06], [-0.04, -0.04, -0.03], [0.00, -0.04, 0.05], [0.01, 0.02, -0.11], [-0.03, -0.04, -0.03], [0.01, -0.03, -0.05], [0.08, 0.05, 0.02], [0.12, 0.07, -0.01], [-0.19, -0.12, 0.00], [-0.01, 0.05, 0.01], [0.01, 0.05, 0.02], [-0.04, 0.01, 0.06]], "relative_energy_kj_mol": 32.7, "total_charge": 0, "homo_lumo_gap_ev": 8.33, "lumo_energy_ev": 0.70, "smiles": "CC1(C)[C@H]2CC[C@]1(C)C(=O)N(CCCCN1CCN(c3ccccn3)CC1)C2=O"}